# 1
47
Properties=species:S:1:pos:R:3:forces:R:3 method="wB97M-V/def2-TZVPD" energy_ev=-33264.638 homo_ev=-6.1 relative_energy_kcal_mol=73.6 gap_ev=8.19 total_charge=-1 largest_force_ha_per_bohr=0.0663
O 1.87382 -2.46021 -0.31785 -0.100 -0.091 0.188
H -4.00062 0.43217 1.17514 0.128 0.109 0.162
H 1.79041 0.24636 3.63375 0.006 0.047 -0.010
O -2.55184 -3.01137 2.56857 -1.092 -0.399 0.708
H 1.08626 -2.63929 0.21197 -0.020 -0.166 -0.069
H 1.93731 -1.51273 -0.16709 0.109 0.029 0.036
O 2.30452 2.69714 -2.59749 0.898 -0.147 -0.283
H -2.03137 -3.41413 1.88956 0.464 -0.078 -0.620
H 1.10822 0.11848 2.31070 0.185 0.094 -0.302
O 1.63766 -0.38949 2.92880 0.282 -0.301 0.081
H -1.51140 4.14633 1.13211 0.228 0.302 0.087
H -2.46780 -2.05799 2.45845 0.645 0.295 0.062
O -3.47950 0.72537 0.42332 -0.105 0.057 -0.129
H 1.03222 2.76110 2.47954 0.701 -0.854 -0.396
H 1.95468 -3.48961 -4.50324 -0.012 0.003 -0.034
O -0.83892 -0.74789 -0.05330 0.315 2.641 1.610
H -0.80823 -1.49849 -0.56132 0.071 -2.691 -2.090
H -0.95275 -0.89303 1.40565 -1.538 0.692 0.085
O 2.59113 1.71357 0.06944 0.496 0.111 0.785
H 1.62696 1.72259 0.19294 -0.068 0.114 -0.405
H 2.71180 2.08669 -0.81401 -0.547 -0.352 0.444
O 5.25929 -1.62961 1.75053 0.440 -0.154 0.784
H 5.44845 -1.82012 0.83481 -0.376 0.225 -0.329
H 3.00223 3.10850 -2.07874 0.104 0.489 -0.379
O 1.66624 0.26348 -2.09808 -0.215 0.062 -2.144
H 0.94631 0.88677 -1.90419 0.213 -0.164 0.316
O 0.92467 2.24750 3.29780 -0.347 1.450 -0.566
H -2.65863 0.19576 0.48883 0.299 0.114 -0.056
H 0.31648 2.89196 3.67463 -0.375 -0.461 0.946
O -2.65976 -0.99425 -4.32379 -0.429 0.099 0.549
H 2.61478 1.76332 -2.70257 -0.713 0.484 0.011
H -2.59109 -1.35599 -3.43047 0.479 -0.333 -0.078
O 1.44496 -2.97685 -3.86998 0.077 -0.213 -0.044
H -2.97087 3.87232 0.81088 -0.272 -0.051 -0.035
H -0.89750 2.29614 -0.59755 -0.306 -0.224 0.173
O -4.38754 -1.56173 -0.77590 -0.156 0.061 -1.490
H -3.38255 -0.37936 -4.16135 -0.062 0.222 -0.435
H -0.36884 0.77403 -0.63248 -0.710 -0.082 0.845
O -0.11654 1.74023 -0.55938 0.604 -0.041 -0.344
H 1.71584 -3.32039 -3.01063 -0.066 0.245 0.147
H -4.19164 -0.62343 -0.96010 0.037 -0.489 0.610
O -2.09999 3.47541 0.79290 0.113 -0.142 -0.108
H 1.94643 -0.13266 -1.29880 0.110 -0.240 1.120
H 4.54384 -0.99233 1.82685 -0.151 -0.061 -0.423
O -1.38948 -0.53108 2.31418 0.700 -0.637 -0.881
H -4.55558 -1.60456 0.15427 0.050 0.027 0.733
H -0.57208 -0.12863 2.59266 -0.093 0.396 1.166

# 2
15
Properties=species:S:1:pos:R:3:forces:R:3 method="wB97M-V/def2-TZVPD" smiles="[H]/N=C/C=C=S.CN=C=S" energy_ev=-29929.752 homo_ev=-8.5 relative_energy_kcal_mol=38.0 gap_ev=8.17 largest_force_ha_per_bohr=0.0773
C -1.26040 0.87989 -0.40162 -0.505 -1.411 0.804
C -2.31080 1.03139 0.66033 0.592 -0.756 -2.801
C -0.97862 -0.28389 -0.98199 -0.154 1.677 0.304
C 1.93995 1.41086 0.09699 0.760 -1.574 0.962
C 2.27658 -1.01458 0.71749 -3.432 0.538 -0.924
N -3.17034 0.11313 0.61702 -0.505 -0.596 0.977
N 2.22700 0.35203 0.54617 -0.718 3.715 -1.220
S -0.64939 -1.58115 -1.75097 0.070 -0.175 0.133
S 1.70252 2.89814 -0.36171 -0.185 0.656 -0.336
H -1.06735 1.81742 -0.83359 1.110 0.830 -0.867
H -2.38863 2.03825 1.03746 -0.105 0.148 0.903
H 1.25204 -1.32246 0.97292 0.204 -0.370 -0.167
H 2.54832 -1.42139 -0.20834 0.882 -1.316 -0.884
H 2.82810 -1.10965 1.55016 2.539 -1.573 2.565
H -3.95642 0.27543 1.21811 -0.554 0.209 0.550

# 3
92
Properties=species:S:1:pos:R:3:forces:R:3 method="wB97M-V/def2-TZVPD" energy_ev=-352700.560 homo_ev=-8.6 relative_energy_kcal_mol=278.1 gap_ev=1.72 total_charge=+1 largest_force_ha_per_bohr=0.2019
C 9.70037 4.25898 0.72924 0.596 1.203 -0.298
C 8.88948 3.29957 -0.32219 -0.287 1.327 0.219
C 8.04954 2.06612 0.35843 1.487 -0.967 -1.148
Cl 8.89325 1.35497 1.89526 -0.838 0.644 -1.668
N 6.65370 2.43483 0.80199 -3.398 -1.535 -1.684
C 6.54688 3.52532 1.88852 -1.596 7.392 7.110
O 6.50195 3.15484 3.19366 0.468 0.192 -7.811
O 6.42060 4.95994 1.58069 1.093 -8.882 -0.131
C 5.47483 1.85603 0.31577 2.450 1.402 1.180
N 5.50342 0.77115 -0.73566 0.163 0.726 1.549
S 5.92486 1.35999 -2.32384 0.605 0.336 -0.577
N 4.19602 2.38025 0.98927 1.219 -0.770 -1.977
C 3.12279 2.71781 -0.01316 -1.945 0.690 -0.850
C 3.57923 3.70702 -1.23669 3.248 5.536 -2.030
O 4.29427 4.83171 -1.13279 -4.655 -7.659 -0.210
O 3.10105 3.31922 -2.60536 1.124 0.770 3.217
P 3.56757 0.93918 1.86669 0.307 -2.713 1.607
C 1.68228 1.16392 2.27161 -0.466 1.844 0.372
O 4.32128 0.75606 3.43527 -0.219 0.545 -2.479
H 10.38963 4.97292 0.06578 -1.492 -1.614 1.333
H 9.01596 4.99830 1.35113 1.132 -1.910 -1.357
H 10.42720 3.70282 1.45820 -1.565 0.797 -1.512
H 8.08309 3.98861 -0.86918 1.667 -1.571 1.179
H 9.65410 2.92627 -1.14792 -1.801 0.294 1.926
H 8.08983 1.16832 -0.42463 -0.655 2.025 1.876
H 6.13618 -0.02718 -0.45486 -0.939 1.442 -0.225
H 5.07695 0.85922 -3.32522 -0.046 0.040 1.660
H 2.56077 1.75623 -0.44158 1.432 1.911 0.468
H 2.27629 3.30772 0.58801 2.027 -1.100 -1.328
H 3.46193 3.95369 -3.29239 -0.302 -0.565 1.599
H 1.03484 1.12226 1.27229 1.600 0.052 2.067
H 1.28285 0.34652 3.01770 1.195 1.638 -1.440
H 1.51629 2.23571 2.76834 0.001 -2.486 -0.862
H 5.27535 0.45139 3.32484 -1.665 0.799 0.065
C -2.35500 -3.39604 2.66757 0.404 -0.255 0.223
C -2.55787 -2.71160 1.46959 0.021 -0.037 -0.375
C -1.46902 -2.19665 0.76670 -0.227 0.001 -0.246
C -0.17520 -2.37498 1.25734 -1.122 -0.832 1.365
C 0.02789 -3.06272 2.45344 0.522 0.184 0.043
C -1.06173 -3.56958 3.16108 -0.191 0.115 -0.254
H -3.20411 -3.79425 3.21683 0.181 0.170 -0.122
H -3.56554 -2.57866 1.08383 0.078 0.136 0.151
H -1.62795 -1.65757 -0.16328 -0.146 0.241 0.000
H 0.67385 -1.97801 0.70721 0.293 1.617 2.530
H 1.03637 -3.20301 2.83483 -0.145 0.057 -0.034
H -0.90355 -4.10052 4.09568 0.018 0.114 -0.166
Li -1.96554 -4.39438 -0.74651 -0.179 0.056 0.055
B 4.30232 -0.06025 -6.83818 -0.889 3.761 -3.738
O 4.25430 -0.42587 -5.41842 1.086 -3.954 2.054
C 4.72282 -1.67700 -5.31577 -1.683 6.763 -2.178
O 4.81864 -2.28783 -4.26360 -0.444 -2.295 3.351
C 5.08541 -2.16892 -6.61698 1.886 -2.034 -5.126
O 5.54392 -3.27191 -6.86693 -0.829 1.409 1.205
O 4.84554 -1.22798 -7.54036 0.103 -1.012 1.928
F 5.17297 1.08918 -7.03006 -1.431 -2.005 0.774
F 2.96423 0.23861 -7.32404 2.115 -0.648 1.197
C -5.56556 -3.97014 -3.15892 -0.810 -0.428 -1.289
Cl -5.83534 -5.72332 -3.32701 0.165 0.624 0.178
Cl -7.09866 -3.17205 -2.72627 0.757 -0.480 0.112
Cl -4.36059 -3.67460 -1.88012 0.306 0.291 0.599
Cl -4.96754 -3.31058 -4.70235 -0.135 -0.192 0.679
Al 0.80134 -2.60982 -0.75108 0.596 -1.330 -3.259
C -9.75305 -0.18857 -4.15550 -0.347 -0.245 -0.967
O -9.88125 -0.82386 -5.19014 0.089 -0.093 0.137
N -8.77198 -0.43384 -3.26824 1.603 -0.423 0.602
N -10.58121 0.81359 -3.80989 -1.005 0.865 0.027
H -8.65012 0.07839 -2.41102 -0.054 -0.071 -0.169
H -8.12645 -1.18054 -3.49025 -0.303 0.576 -0.031
H -11.33356 1.03076 -4.45028 0.265 -0.060 0.252
H -10.49169 1.34808 -2.96234 -0.034 -0.102 -0.157
C -0.10773 0.54366 5.62030 0.470 -0.998 0.688
C -0.77811 1.87729 5.24546 -0.180 -0.442 0.803
O -0.30431 2.22764 4.06076 -0.250 0.568 -0.661
H 0.98327 0.63840 5.68973 -0.241 0.151 -0.120
H -0.46948 0.20922 6.59964 -0.026 0.057 -0.017
H -0.33966 -0.24913 4.89801 -0.069 0.230 -0.076
H -0.59292 2.54381 6.10220 0.585 0.426 -0.124
H -1.85954 1.69396 5.34423 -0.418 -0.137 -0.629
C -12.13357 -1.80668 -1.19341 -0.271 -0.168 -0.089
Cl -13.20171 -1.95640 -2.61164 0.392 0.064 0.436
Cl -12.13971 -0.11954 -0.62067 0.030 -0.344 -0.071
Cl -12.71777 -2.87704 0.10569 0.151 0.296 -0.301
Cl -10.47504 -2.27386 -1.64707 -0.589 -0.059 0.266
Br -4.34209 -0.24824 3.85945 -0.008 -0.077 -0.139
C -6.19809 -0.80605 3.63644 0.061 0.245 0.135
C -6.49273 -2.05680 4.43128 -0.288 0.075 0.022
Br -5.76736 -3.63917 3.55167 -0.157 -0.056 0.045
H -6.37003 -0.92190 2.56341 -0.015 -0.065 0.288
H -6.79315 0.03499 4.00665 0.089 -0.239 -0.029
H -7.57124 -2.23177 4.48755 0.214 0.028 -0.055
H -6.07901 -2.03592 5.44325 -0.041 0.045 -0.308
Cl 3.09829 -2.53976 -3.72671 0.099 0.072 0.743

# 4
8
Properties=species:S:1:pos:R:3:forces:R:3 method="wB97M-V/def2-TZVPD" smiles="O=C1OC(=O)C1F" energy_ev=-11985.589 homo_ev=-11.1 relative_energy_kcal_mol=14.3 gap_ev=11.43 largest_force_ha_per_bohr=0.0752
C -0.44171 0.23625 1.09356 0.744 -0.190 -2.317
C 0.98330 0.25884 -0.49852 -2.270 -1.083 -0.545
C -0.52319 -0.34622 -0.50573 2.397 0.499 2.991
O -1.00242 0.47136 2.10251 0.342 -0.536 -1.034
O 1.88439 0.40979 -1.23967 0.062 -0.093 -0.222
O 0.91191 0.59253 0.78966 0.263 1.024 2.397
F -0.57454 -1.67178 -0.61314 0.071 -1.028 0.081
H -1.23774 0.04922 -1.12868 -1.608 1.407 -1.351

# 5
18
Properties=species:S:1:pos:R:3:forces:R:3 method="wB97M-V/def2-TZVPD" smiles=C[N@@H+]1CCO[C@@H]2O[C@@H]21 energy_ev=-10922.469 homo_ev=-14.5 relative_energy_kcal_mol=82.6 gap_ev=11.35 total_charge=+1 largest_force_ha_per_bohr=0.0829
C 1.04842 0.04795 0.32117 -0.634 -0.212 2.225
C 1.00814 -1.42810 0.63247 -1.430 -0.170 0.593
C -1.16803 -0.05464 -0.58321 -0.384 -4.093 -1.129
C -0.57075 -1.48626 -1.10720 -2.913 0.773 0.566
C -0.24752 2.03712 0.32994 -1.169 2.436 -2.595
N -0.39294 0.60457 0.42925 2.995 -1.182 -0.851
O 0.43832 -2.10040 -0.49891 1.293 0.179 0.314
O -0.48127 -0.27707 -1.76874 0.706 1.309 -1.175
H 1.58403 0.78988 0.91000 0.656 -1.039 0.215
H 1.32338 0.02889 -0.66938 0.744 1.116 -2.229
H 1.94286 -1.93351 0.78857 0.484 0.237 0.320
H 0.30500 -1.59390 1.47520 0.596 -0.229 -0.053
H -2.21766 0.16987 -0.56765 -0.263 0.316 -0.345
H -1.13831 -2.25929 -1.66006 -0.215 0.823 0.512
H -1.11486 2.52220 0.80712 0.737 0.023 0.125
H 0.76469 2.34200 0.65768 -1.088 0.209 0.083
H -0.35996 2.29897 -0.80333 0.467 -0.400 1.993
H -0.72354 0.29173 1.30708 -0.584 -0.097 1.431

# 6
54
Properties=species:S:1:pos:R:3:forces:R:3 method="wB97M-V/def2-TZVPD" smiles="CCN1/C(=N/CCc2cccs2)N[C@@H](c2ccccc2)[C@H](C(=O)OC)[C@H]1C" energy_ev=-41616.377 homo_ev=-8.0 relative_energy_kcal_mol=33.7 gap_ev=8.73 largest_force_ha_per_bohr=0.0127
C -0.32424 -2.17100 2.07619 0.117 -0.116 -0.218
H -0.83738 -1.23476 1.87555 -0.036 0.115 0.002
H 0.59856 -1.95493 2.60912 0.082 0.029 0.089
H -0.95923 -2.77372 2.71992 -0.086 -0.052 0.147
C -0.07008 -2.92013 0.76698 -0.208 -0.032 0.266
N 0.64990 -2.14712 -0.21897 0.234 0.120 0.002
C -0.06538 -1.36064 -1.08467 -0.145 -0.118 -0.467
N -1.29064 -1.62584 -1.31964 -0.243 -0.154 0.102
C -2.08253 -0.86087 -2.23576 -0.028 0.025 -0.127
H -1.82574 0.21422 -2.25777 -0.059 -0.090 -0.022
H -1.95770 -1.25665 -3.25373 -0.023 0.088 0.003
C -3.56594 -0.98838 -1.84138 0.377 0.143 -0.236
C -3.83602 -0.24968 -0.58001 -0.002 -0.211 0.263
C -4.29485 1.02218 -0.42622 0.004 -0.155 -0.120
C -4.36929 1.42914 0.92567 0.007 0.029 0.201
C -3.95661 0.46077 1.78118 0.097 -0.359 0.022
S -3.47140 -0.96739 0.95018 -0.268 0.569 -0.183
H -3.90500 0.49219 2.85149 -0.025 0.066 0.233
H -4.71976 2.39713 1.23923 -0.043 0.146 0.098
H -4.57966 1.65019 -1.25236 -0.045 0.069 -0.197
H -4.18579 -0.58028 -2.64244 -0.064 -0.044 0.040
H -3.79005 -2.04798 -1.71478 -0.044 -0.006 -0.133
N 0.70542 -0.38903 -1.71403 -0.316 -0.073 -0.199
H 0.18781 0.14385 -2.39965 -0.008 -0.116 0.087
C 1.60929 0.45588 -0.94314 0.207 0.271 0.157
C 0.92811 1.70926 -0.43841 0.084 0.114 -0.159
C -0.32711 1.63539 0.15373 0.019 -0.021 -0.010
C -0.95091 2.77755 0.62082 -0.070 -0.023 0.060
C -0.32246 4.00606 0.50711 0.038 0.116 0.003
C 0.93015 4.08732 -0.07682 -0.009 0.147 0.050
C 1.55093 2.94458 -0.54964 0.018 -0.148 -0.013
H 2.52773 3.00942 -1.00834 0.109 0.011 -0.075
H 1.42461 5.04335 -0.16723 0.036 0.081 -0.008
H -0.80802 4.89859 0.87289 -0.039 0.079 0.026
H -1.92873 2.70312 1.07286 -0.064 -0.025 0.024
H -0.82430 0.68007 0.24366 -0.145 -0.121 0.024
C 2.19044 -0.34403 0.24001 0.076 -0.275 -0.280
C 3.61701 0.04306 0.53946 -0.187 0.146 0.266
O 4.02938 0.34379 1.62891 0.068 -0.031 0.008
O 4.39406 -0.01115 -0.55150 -0.230 -0.141 -0.295
C 5.76338 0.31389 -0.35695 0.332 0.100 0.216
H 6.22071 -0.37778 0.35339 -0.008 0.061 -0.063
H 6.23758 0.23036 -1.33133 -0.035 0.000 0.039
H 5.86016 1.32880 0.03367 0.018 -0.084 -0.041
H 1.60789 -0.15786 1.14698 0.129 -0.045 -0.083
C 2.06068 -1.84488 -0.12814 0.541 0.137 0.072
C 2.83038 -2.75350 0.81830 -0.211 0.083 -0.188
H 2.68254 -3.79484 0.54466 0.029 -0.099 0.013
H 2.53153 -2.60803 1.85183 -0.008 -0.029 0.141
H 3.89210 -2.53247 0.74000 0.088 -0.002 0.004
H 2.48626 -1.95999 -1.13635 0.009 0.001 0.202
H 2.42906 0.73446 -1.61898 -0.160 -0.026 0.212
H 0.46862 -3.84858 0.96215 -0.064 -0.003 -0.055
H -1.02808 -3.15709 0.30144 0.154 -0.149 0.101